[1]
{"formula": "C22H60AgN3O9", "method": "ωB97M-V with the def2-TZVPD basis set", "species": ["Ag", "C", "C", "O", "O", "H", "H", "H", "C", "C", "C", "O", "C", "N", "H", "H", "H", "H", "H", "H", "H", "H", "H", "H", "H", "C", "C", "C", "O", "C", "N", "H", "H", "H", "H", "H", "H", "H", "H", "H", "H", "H", "C", "C", "C", "O", "C", "N", "H", "H", "H", "H", "H", "H", "H", "H", "H", "H", "H", "C", "C", "O", "H", "H", "H", "H", "H", "H", "C", "C", "O", "H", "H", "H", "H", "H", "H", "C", "C", "O", "H", "H", "H", "H", "H", "H", "C", "C", "O", "H", "H", "H", "H", "H", "H"], "positions_angstrom": [[-2.5015, 0.3824, 1.7981], [0.6857, 0.5463, -1.1218], [-0.4367, 0.5886, -0.0507], [-0.2369, 0.3703, 1.1775], [-1.6215, 0.7755, -0.4110], [0.5526, 1.2178, -1.9700], [0.6881, -0.4149, -1.6357], [1.6155, 0.7112, -0.5774], [5.3979, -4.6691, 1.6257], [5.2364, -3.2496, 2.2115], [4.3697, -2.1808, 1.5213], [4.7032, -1.8841, 0.1927], [3.8983, -0.9049, -0.4101], [4.7320, -3.4107, 3.5424], [4.4392, -5.1866, 1.5889], [6.0840, -5.2516, 2.2406], [5.8654, -4.6016, 0.6434], [6.2192, -2.8124, 2.3877], [4.4946, -1.3227, 2.1818], [3.3549, -2.5499, 1.6700], [3.7547, -0.0265, 0.2191], [2.9828, -1.4006, -0.7329], [4.3790, -0.4895, -1.2958], [3.9592, -4.0565, 3.4651], [4.2982, -2.5529, 3.8525], [-6.3648, -1.8413, 1.9006], [-4.9324, -1.4636, 2.0384], [-4.0319, -2.2943, 1.1016], [-2.6911, -1.9013, 1.2640], [-1.8013, -2.6502, 0.4542], [-4.7256, -0.0813, 1.5952], [-6.5174, -2.9157, 1.7973], [-6.8868, -1.3782, 1.0632], [-6.8943, -1.5012, 2.7905], [-4.5201, -1.6798, 3.0240], [-4.3557, -2.1195, 0.0756], [-4.2308, -3.3253, 1.3939], [-1.6669, -3.6450, 0.8789], [-0.8242, -2.1693, 0.4077], [-2.1470, -2.7161, -0.5774], [-5.4118, 0.3882, 2.1685], [-5.1300, -0.0145, 0.6722], [-3.0406, 3.8261, 0.0736], [-2.2304, 3.5614, 1.3592], [-1.8447, 4.8863, 2.0819], [-1.0740, 5.7533, 1.3138], [-0.6355, 6.8381, 2.0853], [-2.9763, 2.5932, 2.2382], [-3.3615, 2.8527, -0.2975], [-2.3956, 4.3038, -0.6639], [-3.9438, 4.3446, 0.3952], [-1.2816, 3.0917, 1.0999], [-1.2496, 4.5885, 2.9452], [-2.7652, 5.3861, 2.3835], [-1.5591, 7.2366, 2.5053], [-0.2194, 7.5987, 1.4248], [0.0415, 6.5502, 2.8896], [-2.6890, 2.8477, 3.1724], [-3.9079, 2.9821, 2.2062], [1.6796, 3.0685, 2.6600], [2.6558, 2.7886, 1.4965], [3.8136, 3.5718, 1.7814], [0.6872, 2.6752, 2.4396], [1.5198, 4.1379, 2.7976], [2.0255, 2.5030, 3.5253], [2.2133, 2.9895, 0.5208], [2.9735, 1.7464, 1.5254], [3.5277, 4.3505, 2.2645], [1.7235, -3.4651, -2.7881], [0.8930, -4.6892, -2.4360], [-0.4191, -4.2922, -2.1833], [2.6426, -3.8559, -3.2247], [1.8223, -2.8654, -1.8833], [1.2710, -2.8659, -3.5782], [1.3457, -5.1316, -1.5486], [0.8879, -5.4744, -3.1920], [-0.9016, -5.0980, -1.9849], [3.3305, 1.7428, -3.9840], [2.8213, 0.4600, -4.6898], [3.9512, -0.3720, -4.7896], [3.6177, 1.5393, -2.9523], [2.5458, 2.4747, -3.7927], [4.1617, 2.1952, -4.5249], [2.4254, 0.5544, -5.7009], [2.0492, -0.0709, -4.1330], [3.5573, -1.1333, -5.2219], [-3.5491, -1.1144, -2.9838], [-2.6647, 0.0197, -3.4863], [-3.0135, 1.2170, -2.8163], [-3.4836, -1.2097, -1.9000], [-3.3055, -2.0905, -3.4034], [-4.5434, -0.7939, -3.2949], [-2.7118, 0.0912, -4.5729], [-1.6297, -0.2940, -3.3503], [-2.5694, 1.1310, -1.9695]], "homo_lumo_gap_ha": [0.1454, 0.2522], "spin_multiplicity": 3, "s2": 2.004, "homo_energy_ev": [-3.5, -9.2]}

=====

[2]
{"formula": "C22H20N6O3OsS", "method": "ωB97M-V with the def2-TZVPD basis set", "species": ["Os", "C", "C", "N", "N", "C", "N", "S", "C", "C", "C", "C", "C", "N", "H", "H", "H", "H", "H", "H", "H", "H", "H", "H", "O", "C", "C", "C", "C", "C", "C", "C", "O", "N", "N", "C", "C", "C", "C", "C", "C", "C", "O", "H", "H", "H", "H", "H", "H", "H", "H", "H", "H"], "positions_angstrom": [[0.7037, -0.2249, -0.0716], [1.1213, 0.4100, -4.3486], [0.8450, 0.4596, -2.8861], [1.2477, -0.4076, -2.0166], [2.0174, -1.5036, -2.3482], [2.3753, -2.3579, -1.3733], [3.1186, -3.3989, -1.6827], [1.8944, -2.1376, 0.2927], [0.0725, 1.5729, -2.2932], [-0.3761, 2.6433, -3.0432], [-1.0681, 3.6695, -2.4082], [-1.2913, 3.5909, -1.0477], [-0.8157, 2.4867, -0.3527], [-0.1527, 1.5093, -0.9572], [1.4574, -0.5645, -4.6942], [1.8819, 1.1497, -4.6095], [0.2169, 0.6486, -4.9062], [2.2847, -1.6494, -3.3114], [3.4466, -3.5937, -2.6175], [3.3843, -4.0498, -0.9574], [-0.1905, 2.6918, -4.1061], [-1.4252, 4.5164, -2.9779], [-1.8259, 4.3662, -0.5178], [-0.9711, 2.3770, 0.7130], [-3.3967, -1.7631, 3.2096], [-3.7850, -2.0628, 1.9685], [-4.9981, -2.7417, 1.8323], [-5.4640, -3.0864, 0.5857], [-4.7414, -2.7687, -0.5720], [-3.5486, -2.1064, -0.4552], [-3.0416, -1.7418, 0.8097], [-1.7741, -1.0641, 0.8938], [-1.1128, -0.8352, -0.2674], [-1.2757, -0.6405, 2.0173], [-0.0182, -0.0795, 1.8373], [0.5993, 0.3880, 2.8564], [1.9131, 0.9890, 2.7790], [2.5346, 1.3338, 3.9857], [3.7829, 1.9225, 4.0109], [4.4267, 2.2012, 2.8120], [3.8243, 1.8951, 1.6027], [2.5810, 1.2803, 1.5768], [2.0726, 1.0274, 0.3316], [-2.5454, -1.2907, 3.1887], [-5.5502, -2.9812, 2.7303], [-6.4074, -3.6094, 0.5009], [-5.1238, -3.0415, -1.5450], [-2.9801, -1.8502, -1.3380], [0.1059, 0.3166, 3.8214], [2.0168, 1.1294, 4.9149], [4.2459, 2.1724, 4.9547], [5.3999, 2.6732, 2.8144], [4.3088, 2.1303, 0.6646]], "homo_lumo_gap_ha": [0.1820, 0.1819], "total_charge": 2, "e_above_lowest_kj_mol": 0.0, "homo_energy_ev": [-13.0, -13.0]}

=====

[3]
{"formula": "C5H7NO", "method": "ωB97M-V with the def2-TZVPD basis set", "species": ["C", "C", "C", "C", "O", "C", "N", "H", "H", "H", "H", "H", "H", "H"], "positions_angstrom": [[1.2944, 1.0745, 0.4720], [-0.0602, 0.4460, 0.1338], [-0.0256, -0.2949, -1.2219], [-1.2177, -0.9340, -1.7955], [-1.4646, -2.3078, 2.3776], [-0.5146, -0.5071, 1.1647], [-0.9883, -1.3975, 1.7412], [1.2521, 1.6352, 1.4096], [1.5877, 1.7606, -0.3304], [2.0681, 0.3056, 0.5644], [-0.8156, 1.2412, 0.0758], [0.1234, 0.4413, -2.0458], [0.8601, -0.9420, -1.2933], [-2.0992, -0.5211, -1.2523]], "homo_lumo_gap_ha": 0.3123, "e_above_lowest_kj_mol": 661.0, "homo_energy_ev": -9.1}

=====

[4]
{"formula": "C26H22N2O2", "method": "ωB97M-V with the def2-TZVPD basis set", "species": ["O", "C", "C", "C", "N", "C", "O", "C", "C", "C", "C", "C", "C", "C", "C", "C", "C", "C", "C", "N", "C", "C", "C", "C", "C", "C", "C", "C", "C", "C", "H", "H", "H", "H", "H", "H", "H", "H", "H", "H", "H", "H", "H", "H", "H", "H", "H", "H", "H", "H", "H", "H"], "positions_angstrom": [[-0.1306, -0.9753, 0.7918], [-0.4873, -0.1102, 1.5668], [0.5014, 0.7941, 2.2841], [1.4033, 1.4905, 1.2359], [2.2250, 0.4966, 0.5950], [3.5699, 0.4670, 0.7304], [4.1942, 1.3595, 1.2768], [4.2386, -0.7203, 0.1208], [5.5597, -0.5712, -0.2921], [6.2435, -1.6320, -0.8549], [5.6163, -2.8588, -0.9984], [4.3083, -3.0200, -0.5723], [3.6169, -1.9584, -0.0153], [0.5636, 2.2670, 0.2420], [0.6531, 2.0292, -1.1232], [-0.1378, 2.7345, -2.0146], [-1.0332, 3.6832, -1.5547], [-1.1184, 3.9379, -0.1964], [-0.3226, 3.2396, 0.6930], [-1.7894, 0.1506, 1.8492], [-2.8802, -0.6121, 1.3641], [-3.7233, -1.2135, 2.2655], [-4.7904, -2.0065, 1.8261], [-4.9981, -2.1995, 0.4896], [-4.1720, -1.5711, -0.4648], [-4.3927, -1.7289, -1.8493], [-3.6141, -1.0759, -2.7623], [-2.5910, -0.2194, -2.3298], [-2.3411, -0.0531, -0.9966], [-3.1035, -0.7406, -0.0305], [-0.0061, 1.5328, 2.9023], [1.1368, 0.1774, 2.9239], [2.0901, 2.1781, 1.7484], [1.7174, -0.3006, 0.2319], [6.0319, 0.3909, -0.1613], [7.2659, -1.5048, -1.1789], [6.1482, -3.6915, -1.4351], [3.8228, -3.9799, -0.6721], [2.6043, -2.1150, 0.3282], [1.3495, 1.2928, -1.4938], [-0.0520, 2.5392, -3.0735], [-1.6552, 4.2276, -2.2492], [-1.8040, 4.6871, 0.1718], [-0.3842, 3.4656, 1.7479], [-1.9913, 0.7483, 2.6375], [-3.5533, -1.0874, 3.3257], [-5.4337, -2.4742, 2.5563], [-5.8061, -2.8276, 0.1439], [-5.1970, -2.3743, -2.1726], [-3.7894, -1.2040, -3.8205], [-2.0003, 0.3159, -3.0582], [-1.5625, 0.6205, -0.6780]], "homo_lumo_gap_ha": 0.3164, "e_above_lowest_kj_mol": 0.0, "homo_energy_ev": -8.2, "smiles": "O=C(C[C@@H](NC(=O)c1ccccc1)c1ccccc1)Nc1cccc2ccccc12"}

=====

[5]
{"formula": "C10H40F2InNO14S2", "method": "ωB97M-V with the def2-TZVPD basis set", "species": ["In", "N", "S", "O", "O", "F", "S", "O", "O", "F", "C", "O", "H", "H", "H", "H", "C", "O", "H", "H", "H", "H", "C", "O", "H", "H", "H", "H", "C", "O", "H", "H", "H", "H", "C", "O", "H", "H", "H", "H", "C", "O", "H", "H", "H", "H", "C", "O", "H", "H", "H", "H", "C", "O", "H", "H", "H", "H", "C", "O", "H", "H", "H", "H", "C", "O", "H", "H", "H", "H"], "positions_angstrom": [[1.5937, 0.9189, -3.1881], [0.1488, 0.5793, -0.7440], [-0.3067, 1.5365, 0.3231], [0.7437, 1.8415, 1.3356], [-1.7224, 1.6634, 0.6718], [0.0363, 2.7060, -0.7080], [-0.6264, -0.6637, 0.0001], [-1.9434, -0.9458, -0.5031], [-0.2510, -1.0590, 1.3574], [0.0842, -1.8183, -0.9428], [-2.4048, 1.3820, -4.1945], [-1.3737, 1.9259, -3.3152], [-3.3166, 1.0872, -3.6751], [-2.7086, 2.1760, -4.8766], [-1.9254, 0.5472, -4.7057], [-1.8778, 2.0601, -2.5093], [3.6793, -0.2124, 0.2233], [4.0467, 0.0438, -1.1124], [4.3489, 0.1818, 0.9878], [2.6816, 0.0944, 0.5375], [3.7258, -1.2991, 0.2937], [4.8501, -0.4336, -1.3321], [0.8581, 5.8382, 0.5037], [1.7245, 5.3548, -0.4751], [1.3210, 5.5639, 1.4516], [0.7023, 6.9164, 0.5378], [-0.1473, 5.4172, 0.5058], [1.2373, 4.9766, -1.2108], [-0.7626, 2.7281, 4.2368], [-1.2208, 3.9914, 4.5771], [0.2817, 2.6715, 3.9297], [-0.9614, 1.9649, 4.9892], [-1.2865, 2.4679, 3.3170], [-1.5674, 3.9292, 5.4702], [4.1164, 2.6147, 2.2391], [3.1587, 3.1883, 1.3456], [4.1318, 3.2879, 3.0963], [3.8315, 1.6191, 2.5792], [5.1370, 2.5097, 1.8711], [2.3075, 2.8301, 1.6080], [-0.7264, -4.8632, -0.8831], [0.3857, -5.5494, -0.3529], [-0.6829, -4.6348, -1.9480], [-1.6100, -5.4879, -0.7524], [-0.9837, -4.0338, -0.2244], [0.1094, -6.4682, -0.3182], [1.1529, -3.8456, 2.2540], [1.9816, -4.4357, 3.2095], [0.2717, -4.4337, 1.9975], [0.8734, -2.8325, 2.5433], [1.6117, -3.5782, 1.3021], [1.4034, -5.0026, 3.7251], [-4.7314, 1.7265, -1.2986], [-3.5588, 2.5105, -1.5741], [-4.6912, 1.3865, -0.2637], [-5.6087, 2.3684, -1.3790], [-5.0068, 0.8573, -1.8957], [-3.5038, 3.1602, -0.8696], [2.4189, -3.0271, -2.7073], [2.9253, -1.7878, -3.2456], [1.5745, -3.4471, -3.2540], [3.2006, -3.7864, -2.6833], [2.0060, -2.9584, -1.7009], [3.5599, -2.0969, -3.8962], [-3.9614, -3.5576, 0.2241], [-3.6288, -3.1684, -1.1383], [-5.0237, -3.7220, 0.4045], [-3.3683, -4.3924, 0.5977], [-3.7133, -2.6552, 0.7830], [-3.0199, -2.4263, -1.1512]], "homo_lumo_gap_ha": [0.3002, 0.0843], "total_charge": 1, "spin_multiplicity": 2, "s2": 0.755, "homo_energy_ev": [-11.5, -11.5]}

=====

[6]
{"formula": "C12H21N", "method": "ωB97M-V with the def2-TZVPD basis set", "species": ["C", "C", "C", "C", "C", "C", "C", "C", "N", "C", "C", "C", "C", "H", "H", "H", "H", "H", "H", "H", "H", "H", "H", "H", "H", "H", "H", "H", "H", "H", "H", "H", "H", "H"], "positions_angstrom": [[-0.9166, -2.3915, 0.9500], [-0.2796, -1.3679, 1.4387], [0.2887, -0.2154, 1.8807], [0.0770, 0.2108, 3.3124], [1.1488, 0.6354, 0.9722], [2.2438, -0.1942, 0.2509], [3.2750, 0.7837, -0.4039], [3.0357, -1.0957, 1.2137], [0.2866, 1.4533, 0.0564], [-0.4048, 0.8540, -1.0937], [-1.6758, 1.6878, -1.2378], [-1.3440, 3.0497, -0.6404], [-0.4557, 2.6267, 0.5345], [-0.7190, -2.6863, -0.0781], [-1.6557, -2.9118, 1.5307], [-0.7390, 0.9469, 3.2796], [0.9775, 0.6269, 3.7770], [-0.2652, -0.6299, 3.9171], [1.6959, 1.3298, 1.6336], [1.7805, -0.7794, -0.5201], [3.6641, 1.4986, 0.3310], [4.1678, 0.2723, -0.8349], [2.7982, 1.3213, -1.2174], [2.3539, -1.7516, 1.7288], [3.7818, -1.6302, 0.6319], [3.5959, -0.4992, 1.9760], [0.2513, 0.9801, -1.9965], [-0.6495, -0.1882, -1.0333], [-2.0168, 1.7670, -2.2819], [-2.4534, 1.2197, -0.6521], [-2.2441, 3.6169, -0.3432], [-0.7234, 3.6431, -1.3230], [-1.1133, 2.3888, 1.3803], [0.2254, 3.4204, 0.8528]], "homo_lumo_gap_ha": 0.2353, "e_above_lowest_kj_mol": 267.6, "homo_energy_ev": -6.6, "smiles": "C=C=C(C)[C@@H](C(C)C)N1CCCC1"}